[1]
This record from OMol25 describes 2 unconnected molecules or ions with the total composition C3H9NO3 in a non-equilibrium geometry. The level of theory is wB97M-V/def2-TZVPD.

Structure (XYZ):
```
16
Properties=species:S:1:pos:R:3:mulliken_charge:R:1
C -0.1101 -0.1224 0.7293 -0.82
N 0.3578 0.8928 -0.2620 -0.39
C -0.6563 1.4333 -1.1687 -0.49
C -2.0625 1.2476 -0.6671 0.62
O -2.8685 0.4409 -1.0475 -0.53
O -2.3422 2.0706 0.3949 -0.45
H -0.3465 0.4034 1.6581 0.30
H 0.7375 -0.7595 0.9687 0.28
H -0.9803 -0.7039 0.4405 0.30
H 0.6727 1.6335 0.3504 0.29
H -0.5752 0.8833 -2.1072 0.24
H -0.4773 2.4728 -1.4265 0.34
H -3.3065 2.1349 0.4284 0.33
O 4.1296 -3.7812 0.2805 -0.63
H 4.2576 -4.7114 0.3909 0.32
H 3.5702 -3.5347 1.0373 0.32
```

Properties
- HOMO (eV) = -9.239
- E_LUMO (eV) = 0.70
- frontier orbital gap (eV) = 9.94

=====

[2]
This record from OMol25 describes a molecular structure, C5H10N2 in a non-equilibrium geometry. The level of theory is wB97M-V/def2-TZVPD.

Structure (XYZ):
```
17
Properties=species:S:1:pos:R:3:mulliken_charge:R:1
C -1.1576 1.2198 -0.8068 -1.37
N -1.1112 -1.0482 1.1119 -0.42
C -0.4036 -1.1392 -0.0510 -0.05
C -0.0776 0.1491 -0.7918 0.39
H -1.6754 -1.8128 1.4489 0.21
H -0.9650 -0.2246 1.6799 0.23
H -0.5656 -2.0406 -0.6312 0.42
H 0.1882 -0.1074 -1.8247 0.23
H -2.0820 0.8402 -1.2508 0.37
H -1.3887 1.6012 0.1903 0.28
H -0.8005 2.0667 -1.3966 0.40
N 1.4043 -1.1596 0.3572 -0.58
C 1.2070 0.4828 -0.0155 -0.37
C 1.9071 1.4198 0.5057 -0.49
H 2.1166 -1.4313 -0.3177 0.29
H 1.7103 -1.3022 1.3198 0.30
H 1.6937 2.4863 0.4725 0.16
```

Properties
- HOMO (eV) = -6.394
- E_LUMO (eV) = 0.62
- frontier orbital gap (eV) = 7.01

=====

[3]
This record from OMol25 describes 8 unconnected molecules or ions with the total composition C31H66BNO16P in a non-equilibrium geometry. The level of theory is wB97M-V/def2-TZVPD.

Structure (XYZ):
```
116
Properties=species:S:1:pos:R:3:mulliken_charge:R:1
C 2.2178 -3.3435 -5.5983 -0.94
C 1.8936 -1.8950 -6.0917 0.16
C 2.1234 -0.7091 -5.0497 -0.05
O 0.8787 -0.1547 -4.7057 -0.63
B -0.0504 -1.2713 -4.9369 0.81
P -1.8887 -0.8795 -5.4247 0.37
N -2.1006 -0.4085 -6.9679 -0.92
O 0.4831 -1.8905 -6.1815 -0.56
H 1.2979 -3.8253 -5.2667 0.28
H 2.9759 -3.3044 -4.8071 0.12
H 2.5747 -3.9284 -6.4625 0.33
H 2.4328 -1.5993 -7.0020 0.31
H 2.7878 -0.9899 -4.2163 -0.28
H 2.6133 0.1067 -5.6143 0.32
H 0.0997 -2.1402 -4.0970 -0.34
H -2.4404 0.1588 -4.5852 -0.12
H -2.6478 -2.0744 -5.2316 -0.07
H -2.6995 -1.0904 -7.4185 0.30
O 3.6266 -2.8133 -2.3431 -0.52
C 4.6425 -2.1823 -2.2656 0.82
O 5.5424 -2.2559 -3.2611 -0.36
C 6.6830 -1.4025 -3.3538 -0.54
C 7.8372 -1.9450 -2.5385 -0.56
C 4.9611 -1.3788 -1.0327 -0.14
H 6.4272 -0.3769 -3.0832 0.33
H 6.9539 -1.3852 -4.4092 0.38
H 7.5913 -1.9881 -1.4814 -0.07
H 8.7230 -1.3213 -2.6578 0.36
H 8.0795 -2.9612 -2.8541 0.28
H 5.4047 -2.0359 -0.2837 0.08
H 4.0333 -0.9721 -0.6430 -0.44
H 5.6211 -0.5319 -1.2091 0.33
O 2.9385 0.1959 0.8740 -0.68
C 1.7560 0.2660 0.6540 0.79
O 1.1469 1.4513 0.7247 -0.43
C -0.2064 1.6712 0.2964 -0.48
C -1.1943 1.3392 1.3936 -0.55
C 0.9381 -0.9683 0.3795 -0.80
H -0.4137 1.1350 -0.6298 0.42
H -0.2724 2.7314 0.0588 0.26
H -1.1478 0.2833 1.6709 0.23
H -2.2083 1.5670 1.0745 0.23
H -0.9714 1.9157 2.2931 0.21
H 0.6471 -1.4171 1.3296 0.22
H 1.5555 -1.6742 -0.1747 0.25
H 0.0523 -0.7854 -0.2237 0.30
O -3.1648 3.1608 3.4389 -0.52
C -3.2023 2.5091 4.4437 0.87
O -2.1164 2.4513 5.2265 -0.42
C -2.1090 1.8603 6.5285 -0.16
C -1.8690 0.3670 6.4557 -1.15
C -4.4111 1.6824 4.7975 -1.09
H -3.0173 2.1126 7.0772 0.40
H -1.2851 2.3322 7.0627 0.13
H -2.6661 -0.1426 5.9134 0.28
H -1.8066 -0.0601 7.4576 0.38
H -0.9387 0.1583 5.9259 0.32
H -4.3488 0.7264 4.2779 0.26
H -5.2990 2.2125 4.4598 0.34
H -4.5324 1.5096 5.8649 0.34
O -3.2865 2.2343 -0.8353 -0.58
C -3.9376 3.2384 -0.8322 0.83
O -3.4323 4.3506 -1.3851 -0.38
C -4.1901 5.5399 -1.6000 -0.43
C -4.2035 6.4182 -0.3661 -0.96
C -5.2734 3.2996 -0.1390 -1.01
H -5.1945 5.3027 -1.9551 0.37
H -3.6896 6.0630 -2.4137 0.33
H -4.6832 5.9204 0.4775 0.25
H -4.7358 7.3501 -0.5644 0.37
H -3.1842 6.6546 -0.0596 0.30
H -5.1099 3.4972 0.9212 0.19
H -5.7601 2.3329 -0.2499 0.33
H -5.9520 4.0450 -0.5491 0.36
O -4.4321 3.1667 10.1877 -0.56
C -3.4469 3.8369 10.3162 0.80
O -2.5051 3.8074 9.3620 -0.31
C -1.3877 4.7002 9.3114 -0.49
C -0.2365 4.1964 10.1564 -0.97
C -3.2062 4.6431 11.5661 -1.06
H -1.6884 5.7147 9.5769 0.40
H -1.0839 4.7306 8.2656 0.35
H -0.5070 4.1361 11.2113 0.27
H 0.6268 4.8556 10.0598 0.37
H 0.0524 3.1926 9.8425 0.30
H -2.7632 3.9969 12.3234 0.26
H -4.1651 5.0076 11.9278 0.32
H -2.5723 5.5142 11.4160 0.33
O -3.4428 -3.9172 -8.4295 -0.51
C -4.6204 -3.7481 -8.5423 0.81
O -5.1419 -2.5267 -8.3375 -0.36
C -6.4895 -2.1770 -8.6349 -0.42
C -7.4175 -2.5260 -7.4899 -0.97
C -5.5495 -4.9027 -8.8267 -1.08
H -6.8084 -2.6197 -9.5811 0.35
H -6.4857 -1.0978 -8.7822 0.34
H -7.4357 -3.5999 -7.2992 0.27
H -8.4357 -2.1974 -7.7068 0.36
H -7.0806 -2.0436 -6.5721 0.30
H -5.7945 -5.3986 -7.8878 0.24
H -5.0312 -5.6062 -9.4747 0.31
H -6.4676 -4.6182 -9.3378 0.34
O 9.6633 -2.5044 -0.2671 -0.56
C 9.0195 -3.2185 0.4478 0.85
O 8.5504 -2.7359 1.6079 -0.37
C 7.6132 -3.4326 2.4328 -0.33
C 8.3089 -4.4017 3.3658 -1.09
C 8.7928 -4.6682 0.1065 -1.01
H 6.8448 -3.9149 1.8268 0.28
H 7.1090 -2.6638 3.0165 0.42
H 8.8398 -5.1796 2.8157 0.28
H 7.5868 -4.8807 4.0283 0.36
H 9.0482 -3.8776 3.9727 0.30
H 9.6509 -5.2490 0.4443 0.30
H 8.7081 -4.7558 -0.9746 0.27
H 7.8817 -5.0858 0.5294 0.35
```

Properties
- HOMO (eV) = -2.896
- total charge = -1
- E_LUMO (eV) = 1.46
- frontier orbital gap (eV) = 4.35

=====

> Number 1 is which compound?

C3H9NO3

=====

> Which of these has the highest HOMO?

C31H66BNO16P

=====

> Which formula does entry 3 have?

C31H66BNO16P